Entry 1:
This record from the Open Molecules 2025 dataset describes the ion C8H13N2O with charge +1. The level of theory is the ωB97M-V functional and the def2-TZVPD basis.

CARTESIAN COORDINATES (ANGSTROEM)
C: -1.26 1.80 0.87
C: 0.12 2.11 1.16
C: -1.85 0.87 0.10
C: 1.30 2.04 0.45
C: 1.22 1.78 -1.93
C: -1.34 -0.37 -0.39
C: 0.48 -0.84 1.32
C: 0.02 -2.35 -0.55
N: 1.48 1.49 -0.77
N: -0.37 -1.12 0.16
O: -0.49 -2.46 -1.78
H: -1.94 2.50 1.10
H: 0.15 2.32 2.26
H: -2.93 0.88 0.00
H: 2.18 2.40 0.97
H: 0.72 2.73 -2.15
H: 1.53 1.20 -2.72
H: -1.95 -0.86 -1.11
H: 0.71 0.18 1.50
H: -0.14 -1.18 2.05
H: 1.48 -1.33 1.06
H: 1.20 -2.37 -0.61
H: -0.26 -3.35 -0.05
H: -0.30 -3.34 -2.07

- total energy (eV) = -13523.8955
- E_LUMO (spin up / spin down) (eV) = -4.7 / -4.7
- net charge = +1
- maximum force (Eh/bohr) = 0.083
- energy relative to the best compared isomer or geometry (same formula, charge and spin) (kJ/mol) = 411.9
- gap between HOMO and LUMO (spin up / spin down) (eV) = 7.61 / 7.62
- SMILES string = C=N\C=C/C=C\C=[N+](/C)CO
- HOMO (spin up / spin down) (eV) = -12.31 / -12.31

Here are the Löwdin charges for atoms 1 to 5, given in e: number 1, C, carries -0.0504; number 2, C, carries -0.1043; number 3, C, carries -0.0357; number 4, C, carries -0.1282; number 5, C, carries 0.0408

***

Entry 2:
This record from the Open Molecules 2025 dataset describes a structure of composition C4H5N3O. The level of theory is the ωB97M-V functional and the def2-TZVPD basis.

CARTESIAN COORDINATES (ANGSTROEM)
C: -1.03 0.66 -0.30
C: -0.80 -0.17 1.10
C: 0.32 -0.79 0.35
C: 0.04 -0.17 -0.88
H: -1.02 2.60 0.56
H: -2.32 1.05 -0.55
H: -1.39 -1.17 1.13
H: -0.66 0.44 1.88
H: 2.93 -1.58 -0.99
N: 1.38 -1.37 0.35
N: 1.88 -1.11 -0.95
N: 0.93 -0.42 -1.85
O: -0.25 2.03 0.16

- total energy (eV) = -10739.8055
- E_LUMO (eV) = 0.4
- net charge = 0
- maximum force (Eh/bohr) = 0.132
- energy relative to the best compared isomer or geometry (same formula, charge and spin) (kJ/mol) = 753.5
- gap between HOMO and LUMO (eV) = 9.90
- HOMO (eV) = -9.54

Here are the Löwdin charges for atoms 1 to 5, given in e: number 1, C, carries -0.1237; number 2, C, carries -0.0242; number 3, C, carries -0.3997; number 4, C, carries -0.2765; number 5, H, carries 0.1061

***

Entry 3:
This record from the Open Molecules 2025 dataset describes a cluster of 7 separate species, C24H65N3O13 in total. The level of theory is the ωB97M-V functional and the def2-TZVPD basis.

CARTESIAN COORDINATES (ANGSTROEM)
C: -2.90 -3.34 -3.67
C: -2.88 -2.49 -2.38
C: -4.12 -2.73 -1.51
O: -5.33 -2.28 -2.14
C: -5.44 -0.93 -2.58
N: -1.65 -2.75 -1.65
H: -2.63 -4.36 -3.42
H: -2.05 -3.07 -4.30
H: -3.79 -3.38 -4.30
H: -2.93 -1.43 -2.61
H: -4.06 -2.19 -0.57
H: -4.35 -3.78 -1.33
H: -6.50 -0.70 -2.62
H: -5.12 -0.87 -3.62
H: -4.88 -0.23 -1.95
H: -1.75 -2.24 -0.79
H: -1.58 -3.71 -1.35
C: -0.73 1.22 0.40
C: -1.87 0.30 0.55
O: -1.39 -1.05 0.87
O: -1.05 2.29 -0.46
H: 0.11 0.69 -0.07
H: -0.50 1.56 1.41
H: -2.36 0.09 -0.40
H: -2.69 0.68 1.15
H: -1.72 -1.35 1.71
H: -1.27 1.87 -1.30
C: -2.57 3.05 -4.04
C: -1.59 1.88 -4.04
O: -1.55 1.08 -2.88
O: -3.94 2.76 -4.22
H: -2.32 3.70 -4.88
H: -2.34 3.54 -3.09
H: -0.63 2.25 -4.39
H: -1.99 1.30 -4.88
H: -1.02 0.31 -3.08
H: -4.41 3.26 -3.55
C: -3.96 -1.14 5.26
C: -3.33 -0.90 3.88
O: -2.69 -2.08 3.31
O: -2.85 -1.30 6.16
H: -4.56 -2.05 5.19
H: -4.51 -0.27 5.61
H: -2.62 -0.07 3.85
H: -4.06 -0.54 3.15
H: -2.02 -2.45 3.88
H: -2.40 -2.12 5.96
C: 2.23 4.08 3.12
C: 2.90 3.74 4.48
O: 3.58 4.89 4.89
O: 1.63 2.97 2.50
H: 2.99 4.37 2.39
H: 1.47 4.85 3.24
H: 3.57 2.89 4.47
H: 2.05 3.44 5.10
H: 4.18 4.67 5.60
H: 0.94 3.29 1.92
C: -3.82 2.62 2.56
O: -3.05 3.54 1.77
C: -2.28 4.43 2.67
C: -1.43 5.45 1.97
N: -0.42 4.86 1.10
C: 0.07 5.93 0.25
C: 0.93 5.32 -0.92
O: 1.45 6.40 -1.73
C: 2.25 5.89 -2.79
H: -3.20 2.02 3.23
H: -4.25 1.90 1.87
H: -4.58 3.00 3.23
H: -1.51 3.88 3.22
H: -2.97 4.82 3.41
H: -0.98 5.96 2.81
H: -2.16 6.07 1.44
H: -0.91 4.30 0.43
H: 0.53 6.84 0.64
H: -0.77 6.31 -0.34
H: 0.24 4.70 -1.49
H: 1.69 4.65 -0.52
H: 2.68 6.77 -3.27
H: 1.63 5.39 -3.54
H: 3.10 5.33 -2.40
C: 6.79 -9.49 -1.37
O: 6.61 -8.18 -0.76
C: 6.97 -7.18 -1.74
C: 6.71 -5.69 -1.31
N: 5.24 -5.51 -1.10
C: 5.07 -4.12 -0.69
C: 3.60 -3.84 -0.54
O: 3.36 -2.64 0.21
C: 2.01 -2.18 0.05
H: 7.84 -9.79 -1.38
H: 6.47 -9.51 -2.41
H: 6.21 -10.26 -0.86
H: 6.36 -7.31 -2.63
H: 7.99 -7.39 -2.08
H: 7.19 -4.96 -1.96
H: 7.20 -5.52 -0.35
H: 5.19 -6.08 -0.27
H: 5.53 -3.36 -1.32
H: 5.54 -4.13 0.29
H: 3.14 -4.66 0.02
H: 3.07 -3.77 -1.49
H: 1.60 -2.31 -0.95
H: 2.03 -1.12 0.29
H: 1.29 -2.58 0.77

- total energy (eV) = -57022.3996
- E_LUMO (eV) = 0.3
- net charge = 0
- maximum force (Eh/bohr) = 0.060
- energy relative to the best compared isomer or geometry (same formula, charge and spin) (kJ/mol) = 165.3
- gap between HOMO and LUMO (eV) = 9.19
- SMILES string = COC[C@H](C)N.COCCNCCOC.COCCNCCOC.OCCO.OCCO.OCCO.OCCO
- HOMO (eV) = -8.86

Here are the Löwdin charges for atoms 1 to 5, given in e: number 1, C, carries -0.0490; number 2, C, carries -0.4459; number 3, C, carries -0.1811; number 4, O, carries -0.2076; number 5, C, carries -0.1008

***

Entry 4:
This record from the Open Molecules 2025 dataset describes a structure of composition C2H3I2NO. The level of theory is the ωB97M-V functional and the def2-TZVPD basis.

CARTESIAN COORDINATES (ANGSTROEM)
C: 0.89 0.64 0.72
C: 2.03 0.03 -0.17
N: 0.00 -0.23 1.19
O: 0.96 1.77 1.14
I: 3.73 1.22 -0.10
I: 2.17 -2.11 0.05
H: 1.62 -0.05 -1.65
H: -0.20 -1.17 0.77
H: -0.65 0.34 1.78

- total energy (eV) = -21859.6492
- E_LUMO (eV) = -0.4
- net charge = 0
- maximum force (Eh/bohr) = 0.099
- energy relative to the best compared isomer or geometry (same formula, charge and spin) (kJ/mol) = 166.3
- gap between HOMO and LUMO (eV) = 9.01
- HOMO (eV) = -9.43

Here are the Löwdin charges for atoms 1 to 5, given in e: number 1, C, carries -0.7917; number 2, C, carries -1.2344; number 3, N, carries 0.0775; number 4, O, carries -0.0180; number 5, I, carries 0.8442

***

> What is the formula in the third record?

C24H65N3O13

***

> Among the records above, which one has the highest net charge?

C8H13N2O

***

> Which of these has the highest total energy?

C4H5N3O